*one*
The following is a quantum chemistry calculation of one molecule with the formula C24H34N2O4, from the Open Molecules 2025 dataset.

Output
- LUMO level (eV) = 0.565
- total charge = 0
- E_HOMO (eV) = -7.99
- frontier orbital gap (eV) = 8.6
- 2S+1 = 1

Each line ends with the Mulliken charge.
Cartesian coordinates (Å):
C1 3.74 4.36 -4.26  -1.430
C2 3.74 4.25 -2.77  0.765
C3 4.84 3.72 -2.10  -0.590
C4 4.86 3.61 -0.73  -0.398
C5 3.76 4.02 0.03  0.822
O1 3.90 3.88 1.38  -0.518
C6 2.76 3.98 2.21  -1.196
C7 1.78 2.80 2.00  0.907
O2 0.63 2.98 2.80  -0.588
C8 2.51 1.46 2.26  -1.459
N1 2.00 0.30 1.57  0.040
C9 2.20 0.33 0.13  -0.026
C10 1.87 -1.05 -0.44  -1.592
N2 0.51 -1.48 -0.14  0.384
C11 -0.51 -0.84 -0.94  -1.049
C12 -1.83 -1.62 -0.93  0.657
O3 -2.67 -1.14 -1.97  -0.569
C13 -1.60 -3.13 -1.16  -1.003
O4 -2.04 -3.93 -0.09  -0.442
C14 -3.37 -4.11 0.12  0.662
C15 -4.39 -3.55 -0.64  -0.189
C16 -5.71 -3.83 -0.34  -0.948
C17 -6.06 -4.67 0.72  0.750
C18 -7.49 -4.98 1.04  -1.402
C19 -5.03 -5.22 1.48  -0.464
C20 -3.71 -4.95 1.19  -0.626
C21 0.31 -1.41 1.29  -1.300
C22 0.63 -0.04 1.89  -0.183
C23 2.66 4.55 -0.62  -0.294
C24 2.66 4.66 -2.00  -1.003
H1 2.79 4.77 -4.62  0.338
H2 4.54 5.02 -4.59  0.338
H3 3.89 3.39 -4.72  0.328
H4 5.70 3.40 -2.67  0.377
H5 5.72 3.20 -0.21  0.442
H6 2.23 4.93 2.06  0.316
H7 3.16 3.95 3.23  0.468
H8 1.42 2.82 0.97  0.048
H9 0.88 2.89 3.73  0.431
H10 2.47 1.25 3.34  0.461
H11 3.56 1.58 1.97  0.562
H12 3.25 0.57 -0.07  0.473
H13 1.58 1.09 -0.37  0.147
H14 2.02 -1.06 -1.52  0.484
H15 2.54 -1.79 0.01  0.414
H16 -0.72 0.21 -0.64  0.317
H17 -0.15 -0.82 -1.98  0.318
H18 -2.34 -1.49 0.04  0.261
H19 -2.79 -0.19 -1.87  0.345
H20 -0.53 -3.32 -1.22  0.409
H21 -2.09 -3.41 -2.10  0.534
H22 -4.17 -2.89 -1.46  0.371
H23 -6.49 -3.39 -0.94  0.283
H24 -8.16 -4.39 0.43  0.337
H25 -7.69 -6.03 0.86  0.313
H26 -7.70 -4.77 2.09  0.338
H27 -5.27 -5.87 2.31  0.369
H28 -2.91 -5.38 1.77  0.413
H29 -0.72 -1.70 1.52  0.314
H30 0.97 -2.16 1.74  0.356
H31 0.54 -0.09 2.98  0.491
H32 -0.08 0.71 1.53  0.204
H33 1.80 4.90 -0.07  0.384
H34 1.79 5.08 -2.49  0.299

***

*two*
The following is a quantum chemistry calculation of one molecule with the formula C24H34N2O4, from the Open Molecules 2025 dataset.

Output
- LUMO level (eV) = 0.702
- total charge = 0
- E_HOMO (eV) = -9.10
- frontier orbital gap (eV) = 9.8
- 2S+1 = 1

Each line ends with the Mulliken charge.
Cartesian coordinates (Å):
C1 1.95 1.96 -5.97  -1.069
C2 1.69 3.02 -4.90  -0.229
O1 1.59 2.43 -3.60  -0.331
C3 0.42 1.90 -3.25  0.038
O2 -0.57 1.92 -3.95  -0.642
C4 0.49 1.28 -1.88  -0.762
C5 0.35 -0.26 -1.90  1.129
N1 0.52 -0.74 -0.54  1.132
C6 1.66 -0.69 0.19  -0.163
O3 2.73 -0.31 -0.23  -0.665
C7 1.49 -1.16 1.64  -0.024
C8 0.64 -2.40 1.84  -0.446
C9 0.70 -2.77 3.31  -0.825
C10 0.24 -1.63 4.21  0.636
O4 -0.24 -1.85 5.31  -0.693
N2 0.40 -0.38 3.74  0.101
C11 -0.11 0.71 4.56  -1.183
C12 -1.64 0.83 4.48  -1.387
C13 -2.10 1.01 3.06  0.086
C14 -2.01 2.25 2.44  -0.124
C15 -2.38 2.40 1.11  -0.733
C16 -2.85 1.31 0.39  -0.222
C17 -2.94 0.08 1.00  -0.787
C18 -2.57 -0.07 2.33  0.181
C19 0.90 0.00 2.44  -0.294
C20 1.40 -0.87 -2.83  -1.158
C21 1.26 -2.39 -2.92  -0.676
C22 -0.14 -2.76 -3.42  -0.811
C23 -1.19 -2.19 -2.48  -0.444
C24 -1.05 -0.67 -2.37  -0.795
H1 2.11 2.45 -6.93  0.398
H2 1.10 1.29 -6.05  0.279
H3 2.83 1.38 -5.71  0.271
H4 0.76 3.55 -5.12  0.312
H5 2.52 3.72 -4.83  0.318
H6 -0.31 1.70 -1.26  0.200
H7 1.46 1.53 -1.44  0.460
H8 -0.34 -0.97 -0.06  -0.274
H9 2.50 -1.37 2.01  0.512
H10 -0.40 -2.21 1.57  0.146
H11 1.00 -3.22 1.22  0.392
H12 1.72 -3.02 3.60  0.329
H13 0.08 -3.64 3.54  0.368
H14 0.17 0.50 5.60  0.495
H15 0.37 1.64 4.24  0.514
H16 -1.94 1.69 5.08  0.466
H17 -2.07 -0.07 4.90  0.439
H18 -1.65 3.10 2.99  0.438
H19 -2.32 3.37 0.64  0.454
H20 -3.15 1.44 -0.64  0.426
H21 -3.31 -0.78 0.45  0.450
H22 -2.65 -1.04 2.81  0.393
H23 1.67 0.78 2.57  0.353
H24 0.08 0.45 1.87  -0.088
H25 1.27 -0.44 -3.83  0.356
H26 2.40 -0.61 -2.47  0.501
H27 2.01 -2.79 -3.60  0.431
H28 1.43 -2.83 -1.94  0.241
H29 -0.24 -3.84 -3.48  0.424
H30 -0.29 -2.35 -4.42  0.332
H31 -2.19 -2.43 -2.85  0.455
H32 -1.08 -2.65 -1.49  0.190
H33 -1.79 -0.27 -1.67  -0.350
H34 -1.24 -0.21 -3.34  0.531

***

Order from most stable to least stable according to the calculation: *two*, *one*

***

*one*
The following is a quantum chemistry calculation of an isolated ion of composition C8H11N4 and charge +1, from the Open Molecules 2025 dataset.

Output
- LUMO level (alpha / beta) (eV) = -4.382 / -4.381
- total charge = +1
- E_HOMO (alpha / beta) (eV) = -10.87 / -10.87
- frontier orbital gap (alpha / beta) (eV) = 6.5 / 6.5
- 2S+1 = 1

Each line ends with the Mulliken charge.
Cartesian coordinates (Å):
C1 2.05 -0.71 -1.29  -0.866
C2 1.12 -0.75 -0.24  0.919
C3 -0.02 -1.43 -0.81  0.245
C4 -1.42 0.78 0.51  -0.260
C5 -1.35 -1.63 -0.18  -0.845
C6 -2.14 -0.29 -0.16  -0.391
C7 -1.27 3.16 1.04  -0.348
C8 1.22 -0.29 1.08  -0.029
N1 0.23 -1.74 -2.05  -0.752
N2 -1.47 1.96 0.69  0.018
N3 1.47 -1.32 -2.32  0.232
N4 2.16 0.52 1.53  -0.292
H1 3.05 -0.33 -1.35  0.414
H2 -1.90 -2.35 -0.77  0.349
H3 -1.24 -2.00 0.84  0.327
H4 -3.09 -0.46 0.36  0.370
H5 -2.37 0.00 -1.19  0.317
H6 -0.75 3.82 0.37  0.256
H7 -1.69 3.53 1.96  0.262
H8 0.48 -0.62 1.80  0.387
H9 1.86 -1.52 -3.23  0.221
H10 2.85 0.90 0.90  0.204
H11 2.21 0.76 2.50  0.262

***

*two*
The following is a quantum chemistry calculation of an isolated ion of composition C8H11N4 and charge +1, from the Open Molecules 2025 dataset.

Output
- LUMO level (eV) = -5.318
- total charge = +1
- E_HOMO (eV) = -13.02
- frontier orbital gap (eV) = 7.7
- 2S+1 = 1

Each line ends with the Mulliken charge.
Cartesian coordinates (Å):
H1 -3.88 2.16 -2.13  0.296
N1 -2.87 1.84 -2.11  -0.535
C1 -2.71 1.03 -1.17  -0.043
N2 -1.48 0.47 -0.77  -0.230
N3 -0.26 0.69 -1.28  0.871
C2 -0.23 1.48 -2.52  -0.824
N4 0.88 0.33 -0.74  -0.640
C3 1.09 -0.36 0.44  0.525
C4 0.27 -1.40 0.87  -0.334
C5 0.65 -2.14 1.94  -0.681
C6 1.73 -1.77 2.81  -0.379
C7 2.52 -0.74 2.38  -0.481
C8 2.24 -0.14 1.17  -0.270
H2 -3.49 0.74 -0.50  0.392
H3 -1.36 -0.11 0.18  0.237
H4 -1.01 1.12 -3.09  0.369
H5 0.77 1.21 -2.93  0.322
H6 -0.46 2.44 -2.26  0.405
H7 -0.67 -1.59 0.35  0.518
H8 0.01 -2.97 2.16  0.394
H9 1.86 -2.35 3.77  0.361
H10 3.56 -0.47 2.81  0.288
H11 2.84 0.55 0.61  0.441

***

Order from most stable to least stable according to the calculation: *one*, *two*